No. 1
The following is a DFT calculation (ωB97M-V with the def2-TZVPD basis set) of a molecular structure, C43H50F3FeN3O2S in a non-equilibrium geometry.

```
103
Properties=species:S:1:pos:R:3:lowdin_spin:R:1
C 2.70145 1.71317 1.59183 0.0213
H -1.14272 2.04514 2.41267 0.0008
C -1.75353 -0.24773 0.80263 0.0160
F 3.94359 -2.18161 -7.00899 0.0000
H 3.26594 2.48486 -0.93212 0.0002
H 0.83912 4.82291 5.45730 0.0003
H 0.95632 3.09848 5.59527 0.0001
C 1.76259 0.65922 1.10026 0.1583
C 2.73133 -3.35065 -0.86953 0.0060
C 4.11218 1.95216 -0.54863 0.0006
H 5.92773 0.52499 1.17701 0.0001
C 4.89686 0.58294 1.56889 0.0001
C 1.59519 -0.69088 -3.21471 0.0032
H 5.03242 2.49028 -0.92486 0.0000
H -1.35700 2.59895 4.22875 -0.0002
H -1.22378 4.34200 4.92385 0.0000
C 0.37839 5.09390 2.87955 0.0037
C -3.64279 -3.89986 -0.94708 -0.0006
H 1.50982 -4.63827 -3.21788 0.0002
H -5.03828 2.17687 0.93427 0.0000
C 4.14713 1.84955 0.98636 -0.0008
C 1.18133 3.92238 4.92883 0.0023
C 0.36117 3.82571 3.68996 0.0037
H -2.56475 -2.44669 -2.74692 0.0002
N 1.53761 -2.90322 -0.98444 0.0015
H 2.27699 4.11744 4.71045 0.0004
H -3.80828 2.34479 3.21440 0.0001
C 4.85119 3.13455 1.58339 -0.0001
O 2.09374 -0.34825 0.33758 0.1669
H -6.21568 -2.65378 -0.52237 0.0000
H 4.88682 0.54328 2.64356 -0.0001
H -3.56102 -0.87538 -2.64744 0.0002
H -5.83808 -2.95310 -2.37412 0.0000
H 5.06056 3.10250 2.68039 0.0001
F 5.22995 -3.78536 -6.12513 0.0000
S 5.42724 -5.24673 -1.71872 0.0035
H -4.26236 -2.39844 -3.35033 0.0000
C 4.72202 -2.55435 -5.91597 0.0001
H -6.87237 0.17593 3.47867 0.0000
C -2.65922 0.30732 1.75026 0.0248
H -6.41251 -1.03812 2.34818 0.0003
H 3.15442 -1.11589 -1.78355 -0.0001
O -1.14633 -1.91091 -0.63602 0.1281
H 4.53723 -0.38497 1.22392 0.0000
C -4.99733 0.63495 2.60421 -0.0001
C -4.40718 -0.99153 0.73427 0.0616
H -5.59269 -0.91048 3.94284 0.0000
H -1.05452 0.61661 -1.84762 0.0002
C 0.84745 2.73209 2.75985 0.0500
H -2.52628 -3.89082 -0.85783 0.0002
C -2.18890 -1.26333 -0.02446 0.0899
H -4.13268 -4.28806 -0.03992 0.0000
C -3.58017 -1.58455 -0.15130 0.0068
C 0.15571 0.15643 -4.98792 0.0005
H 0.01231 4.87106 1.89713 0.0002
H -0.09785 0.24384 -6.05127 0.0000
H 4.23707 4.03654 1.39557 0.0000
C -6.01974 -0.34103 3.12385 0.0005
H 4.61583 -0.79847 -3.85144 0.0001
C 0.33719 0.90969 1.25023 0.0531
C 4.99984 -4.50152 -0.32265 0.0004
C 2.90084 -3.69916 -4.46779 -0.0025
C -4.08079 -2.44579 -1.26478 -0.0018
C -1.15718 3.66197 4.07855 -0.0003
H -4.90610 1.68773 4.50737 0.0000
H 2.80285 3.49268 2.75499 0.0023
H 5.84749 3.34205 1.18301 0.0000
H -6.29142 2.35549 2.19425 0.0003
H 1.38052 5.53303 2.73940 0.0000
C -0.38543 0.40845 -2.70357 0.0052
C -0.16885 1.96116 2.11328 0.0163
C 3.90417 -1.65606 -3.65783 -0.0007
H -5.48934 -1.11397 0.64088 0.0029
C 2.17740 -3.82014 -3.38311 0.0015
H 5.65952 -4.59255 0.54315 -0.0001
H 4.12004 1.00634 -1.02140 0.0001
C 3.73065 -3.76197 -0.03028 0.0015
H 1.97167 -0.84790 -5.27636 0.0002
H -5.94252 -1.38868 -1.62527 0.0002
H -2.23930 0.96260 2.44626 0.0022
H -1.72765 0.98396 -4.20831 0.0002
C -5.70636 1.60527 1.67261 0.0011
C 1.27753 -0.46019 -4.57880 0.0015
N -0.40263 -0.08493 0.69946 0.2087
Fe 0.61160 -1.37506 -0.33157 2.8190
N 0.72699 -0.20460 -2.31472 0.0533
C 2.16868 2.64632 2.40353 0.0731
H -3.95473 -4.53334 -1.78562 -0.0001
H -0.35677 5.84496 3.23965 0.0009
C -5.63951 -2.38027 -1.42485 0.0002
C -3.56646 -1.97221 -2.60041 0.0002
F 5.80396 -1.76030 -5.84954 0.0000
H 2.81841 -4.37783 -5.30441 -0.0001
C 3.86162 -2.58218 -4.59099 0.0003
C 2.29914 -2.90083 -2.26031 -0.0033
C -4.28535 1.48133 3.66037 -0.0001
C -0.77674 0.53978 -4.02170 0.0014
H -6.36218 0.96690 1.03254 0.0003
H -3.41677 0.80209 4.08107 0.0000
H -1.78528 3.99218 3.27111 0.0000
C 2.78769 -1.49979 -2.69332 0.0000
C -3.94092 -0.09347 1.72784 0.0108
H 3.50188 -3.63954 1.05261 0.0003
```

Calculated values
* multiplicity: 5
* electronic energy: -107338.5298 eV
* lowest unoccupied orbital energy (alpha / beta): -1.4 / -2.0 eV

***

No. 2
The following is a DFT calculation (ωB97M-V with the def2-TZVPD basis set) of a molecular structure, C43H50N5OPtSSbSi in a non-equilibrium geometry.

```
103
Properties=species:S:1:pos:R:3:lowdin_spin:R:1
C -2.25320 -5.11231 1.81604 0.0221
H -5.21581 -0.00866 -3.70655 0.0000
H -0.46535 -0.77016 -3.20584 0.0163
H 3.70930 0.20785 -0.88839 0.0006
C 1.43197 -1.64691 2.34558 0.0291
C 3.01167 -3.87198 -3.04053 0.0005
H 7.58803 4.79956 2.53639 0.0000
N 1.25881 -1.92399 1.02295 0.2743
C 1.53502 3.81909 -4.48703 0.0203
C -0.27170 0.65364 4.78079 -0.0012
H -2.81402 -0.55941 -3.70931 0.0011
H -1.31103 1.89369 1.81632 0.0012
H 2.84145 -4.97454 -1.20172 0.0009
C 6.28768 4.93860 0.81832 0.0003
C 2.73171 -4.01728 -1.69346 0.0048
C -1.46369 -3.65764 3.73055 0.0020
C 2.10895 -2.98516 0.51314 0.0224
C -2.33568 0.72738 -2.05543 0.0470
H -3.30045 -5.02662 2.10710 0.0005
H 3.08816 -2.91785 1.00170 0.0036
H -3.39210 -1.18241 3.38977 -0.0001
C 2.87499 -2.61954 -3.62646 0.0049
C -2.68659 -2.73045 -0.87487 0.0821
C -5.05470 1.37182 -2.06751 0.0100
H 4.26589 7.11174 3.20221 0.0000
N 5.93622 5.94949 2.94404 0.0001
H -0.56350 -3.09072 -1.19300 0.0073
H 3.34538 -4.71697 -3.62733 0.0000
H -3.72447 0.68372 1.76777 0.0015
H -1.60083 -3.53684 -2.54415 0.0009
C 0.44330 1.72645 -3.00025 0.0870
H 6.90103 4.32609 0.17207 0.0000
N 2.23844 1.31942 0.03663 0.1621
C -0.95796 1.47312 3.89408 0.0020
N 2.14949 -1.71937 -1.54755 0.1445
Si -0.49706 0.30589 -2.17187 0.2837
H 1.93848 4.63493 -5.07156 0.0011
H 3.10235 -2.45386 -4.66971 0.0007
C -1.44562 -3.88997 2.22621 0.0525
H 1.70507 -3.96274 0.79450 0.0052
H -1.83845 -5.98833 2.32103 0.0061
C -4.90520 -2.49170 2.58158 0.0332
H -1.60354 2.26489 4.24736 0.0006
C 3.36121 1.21114 -0.68158 0.0149
H -2.18369 2.13853 -0.44182 0.0027
C 2.43540 -1.57183 -2.84403 0.0110
H -0.35750 0.79776 5.84925 0.0000
H -5.25330 0.25751 2.53751 0.0012
H -6.10458 1.63296 -2.08008 0.0006
C 0.60202 -0.51830 2.89202 0.0212
H 0.91823 2.58995 0.98526 0.0032
C -0.80297 1.26048 2.53510 0.0178
C 0.52396 -0.35813 4.26807 0.0025
C -1.52851 -3.53272 -1.45369 0.0076
C 6.66974 5.20630 2.12947 0.0001
S 4.52336 5.03592 -1.27970 0.0020
H -1.54618 -4.57282 -1.12784 0.0003
H 4.99117 2.18815 -1.67258 0.0008
C 2.31162 -2.90975 -0.96714 0.0160
C -4.55687 0.45192 -2.98222 0.0017
N -0.03791 0.28664 2.04116 0.1565
H -0.96515 -2.72862 4.00920 0.0009
H -4.24091 -3.71912 -1.95216 0.0089
C 4.07803 2.31193 -1.10809 0.0054
C 0.99330 4.06605 -3.23239 0.0005
H -0.41453 -3.98967 1.88363 0.0002
H -4.83595 -2.75376 -0.60645 0.0009
C 1.54407 2.52683 -4.99431 0.0031
H 0.00347 3.23522 -1.53014 0.0014
C -3.88007 -1.38095 2.43256 0.0913
C 1.81200 2.53936 0.37561 0.0252
H -0.93554 -4.47551 4.22492 0.0006
H -5.34284 -2.76827 1.62232 0.0011
C 3.62475 3.58215 -0.76772 0.0078
H -2.48287 -3.64313 4.11897 0.0001
C -4.20102 1.97354 -1.15429 -0.0003
C 1.01838 1.48222 -4.25044 0.0265
C -4.03405 -3.42328 -0.91947 0.0286
H -4.59059 2.70766 -0.46009 -0.0001
C 4.81550 6.49656 2.49917 0.0000
H 3.43717 6.77348 0.86505 0.0000
C 5.09348 5.48072 0.37150 0.0009
H -5.71451 -2.13164 3.22266 0.0102
H 1.08905 -1.03227 4.89655 0.0009
H 1.94976 2.33189 -5.97838 0.0002
H -2.74795 -1.77733 -1.38582 0.0007
H 0.98165 5.07624 -2.84268 -0.0001
C -2.85309 1.64586 -1.14134 0.0136
H -4.06753 -4.32510 -0.30810 0.0009
C -3.20750 0.13609 -2.97564 0.0131
Pt 0.69163 -0.33872 -0.20331 1.5555
H -4.92603 -0.27163 0.88782 0.0001
O 2.16612 -2.27708 3.08339 0.0697
C 4.34706 6.29711 1.20415 0.0001
C -4.47144 -0.10452 1.86495 0.0036
C 2.47003 3.69088 0.00082 0.0042
C 0.44869 3.02668 -2.49535 0.0214
Sb -2.14807 -2.06833 1.18176 0.5067
H 1.02038 0.47940 -4.66161 0.0015
H -2.20575 -5.30086 0.74465 0.0009
H -4.49243 -3.38314 3.05247 0.0013
H 2.08500 4.65962 0.28375 0.0006
H 2.33066 -0.57228 -3.24884 0.0008
```

Calculated values
* net charge: +2
* multiplicity: 5
* electronic energy: -83381.1551 eV
* energy above the lowest of the compared OMol25 structures with the same formula, charge and spin: 0.0 kJ/mol
* lowest unoccupied orbital energy (alpha / beta): -5.1 / -7.9 eV

***

Which value of electronic energy does entry 1 give? -107338.5298 eV